No. 1
Molecular formula: C36H32NO
Method: DFT, ωB97M-V with the def2-TZVPD basis set

Calculated values
Relative energy (zero: lowest compared OMol25 entry of this formula, charge and spin) = 2.0 kcal per mole
M = 494.66 g mol⁻¹

ORCA input file:
```
! wB97M-V def2-TZVPD RIJCOSX def2/J DEFGRID3
* xyz 1 1
C -0.74128 -0.72155 2.11263
C -2.19174 -0.71936 2.16924
C -2.95582 0.24936 1.46439
C -4.31075 0.42180 1.74499
C -4.93993 -0.39304 2.69650
C -4.21515 -1.40066 3.34513
C -2.86374 -1.57903 3.06781
C 0.12762 -1.82202 2.46631
C 1.46422 -1.30897 2.59927
C 2.53609 -2.14342 2.86652
C 2.28564 -3.50681 3.06366
C 0.97302 -4.00693 3.02746
C -0.11120 -3.17628 2.71256
C 1.39682 0.13853 2.50069
C 0.02806 0.49234 2.22474
C -0.36702 1.82926 2.26601
C 0.58711 2.80068 2.56572
C 1.92943 2.45291 2.80602
C 2.34450 1.11347 2.77484
H -2.46683 0.87896 0.71323
H -4.87037 1.20253 1.22328
H -5.99305 -0.24246 2.93195
H -4.69090 -2.04785 4.08190
H -2.29011 -2.32481 3.61490
H 3.52933 -1.70042 2.92633
H 3.11478 -4.18434 3.27278
H 0.78684 -5.05937 3.24524
H -1.12162 -3.57100 2.63013
H -1.40632 2.07589 2.06215
H 0.27081 3.84586 2.60452
H 2.65129 3.24197 3.02500
H 3.37197 0.80166 2.96540
O 0.43022 1.49636 -0.47540
C 0.49004 0.87014 -1.73253
C -0.48639 1.69453 -2.56593
C -0.73966 3.00471 -2.15608
C -1.65024 3.78751 -2.87317
C -2.28754 3.27587 -4.00588
C -2.02708 1.96347 -4.41192
C -1.12294 1.17132 -3.69736
C 1.93851 0.87880 -2.25111
C 3.01199 0.73164 -1.36505
C 4.32303 0.74189 -1.86099
C 4.55504 0.92832 -3.23060
C 3.47645 1.05346 -4.11420
C 2.16885 1.03384 -3.62016
C 0.12187 -0.60559 -1.62076
C -1.34303 -1.03780 -1.43246
C -1.21279 -2.43415 -0.80203
C 0.28805 -2.60558 -0.51770
N 0.76116 -1.22255 -0.48882
H 0.94276 0.93065 0.13580
H -0.23950 3.40524 -1.27279
H -1.84034 4.80240 -2.52808
H -2.98556 3.89707 -4.57018
H -2.51629 1.54065 -5.28867
H -0.89162 0.15104 -4.02004
H 2.85021 0.63655 -0.28467
H 5.14551 0.61023 -1.15552
H 5.57752 0.98050 -3.60807
H 3.63422 1.17195 -5.18793
H 1.31744 1.14737 -4.29091
H 0.47324 -1.09515 -2.55570
H -1.82537 -0.34447 -0.73098
H -1.90714 -1.01687 -2.36980
H -1.79466 -2.49441 0.12485
H -1.56166 -3.22297 -1.47424
H 0.53497 -3.13953 0.39725
H 0.75160 -3.16271 -1.35480
H 1.77748 -1.16062 -0.51469
*
```

=====

No. 2
Molecular formula: C36H33Cl3F5N6O3P
Method: DFT, ωB97M-V with the def2-TZVPD basis set

Calculated values
Structure (SMILES) = C[C@@H](Cl)[C@@H](Cl)C1=C(P(O)Cl)C(=O)C(C(F)(F)C(F)(F)F)=C(N)C1=O.c1ccncc1.c1ccncc1.c1ccncc1.c1ccncc1.c1ccncc1
Total energy = -113383.759 eV
M = 830.02 g mol⁻¹

ORCA input file:
```
! wB97M-V def2-TZVPD RIJCOSX def2/J DEFGRID3
* xyz 0 1
C -0.04500 -4.22320 1.63506
C 0.76871 -2.95959 2.29106
Cl 2.59831 -3.42419 2.21447
C 0.53056 -1.51927 1.49695
Cl 1.08297 -1.85750 -0.27947
C -1.02078 -0.96900 1.58688
C -1.46843 0.29683 0.87812
P -0.27292 1.42073 -0.14524
O -0.48007 0.94695 -1.84484
Cl -0.76248 3.48367 0.05755
C -3.06635 0.75528 0.97745
O -3.49101 2.01541 1.09967
C -4.15005 -0.52039 0.96684
C -5.52909 -0.27938 0.14553
F -6.28317 0.81633 0.86176
F -6.42504 -1.43104 -0.03541
C -5.08285 0.19520 -1.39559
F -6.12534 -0.24994 -2.38535
F -4.91091 1.65941 -1.53033
F -3.82378 -0.52011 -1.82306
C -3.71843 -1.72093 1.72402
N -4.63098 -2.91689 1.82934
C -2.23424 -1.73174 2.44775
O -2.07044 -2.28424 3.65207
H -0.90918 -4.64777 2.33854
H 0.67787 -5.15606 1.45910
H -0.55230 -4.00691 0.60145
H 0.53851 -2.83521 3.45169
H 1.25021 -0.74199 2.02340
H 0.22907 1.42360 -2.38474
H -5.46110 -2.58205 2.39407
H -4.16442 -3.63869 2.45204
N 2.24909 2.20160 -3.50924
C 2.55186 3.51828 -3.50486
C 3.67656 4.05239 -4.11307
C 4.54797 3.18480 -4.76302
C 4.26434 1.82309 -4.78314
C 3.11288 1.38413 -4.14961
H 1.84308 4.15397 -2.98217
H 3.86865 5.11883 -4.08040
H 5.44058 3.56649 -5.25007
H 4.92365 1.12093 -5.28069
H 2.84587 0.33107 -4.14069
N -1.29970 5.13693 -2.83427
C -2.38601 4.49595 -3.31847
C -3.37708 5.11434 -4.06379
C -3.25090 6.47425 -4.32689
C -2.14426 7.16235 -3.84011
C -1.20378 6.45626 -3.10741
H -2.44078 3.43690 -3.08378
H -4.22691 4.54949 -4.42983
H -4.00841 6.99361 -4.90663
H -2.01702 8.22254 -4.02742
H -0.32062 6.94785 -2.70906
N 4.61838 -5.45210 5.27245
C 3.91300 -4.31725 5.07269
C 3.51152 -3.46982 6.09290
C 3.84944 -3.80643 7.39943
C 4.57384 -4.96993 7.63737
C 4.93329 -5.75172 6.55132
H 3.67083 -4.09969 4.03651
H 2.94865 -2.56950 5.87415
H 3.55107 -3.16739 8.22541
H 4.85225 -5.26037 8.64405
H 5.50227 -6.66753 6.68496
N -6.39970 6.99812 -5.73368
C -7.48601 6.35714 -6.21787
C -8.47708 6.97554 -6.96319
C -8.35090 8.33545 -7.22630
C -7.24426 9.02355 -6.73951
C -6.30378 8.31746 -6.00681
H -7.54078 5.29810 -5.98318
H -9.32691 6.41068 -7.32923
H -9.10841 8.85481 -7.80603
H -7.11702 10.08374 -6.92682
H -5.42062 8.80905 -5.60846
N 7.08917 -8.58638 6.41901
C 7.47666 -9.62967 5.65302
C 8.65574 -9.65552 4.92552
C 9.48855 -8.54299 4.98212
C 9.11589 -7.45215 5.76078
C 7.91909 -7.52132 6.45562
H 6.79168 -10.47243 5.63883
H 8.91811 -10.52184 4.32893
H 10.42036 -8.52610 4.42435
H 9.74262 -6.56994 5.82544
H 7.58612 -6.69698 7.08003
*
```

=====

No. 3
Molecular formula: C36H33IrN4O3Te
Method: DFT, ωB97M-V with the def2-TZVPD basis set

Calculated values
Relative energy (zero: lowest compared OMol25 entry of this formula, charge and spin) = 21.5 kcal per mole
M = 889.50 g mol⁻¹

ORCA input file:
```
! wB97M-V def2-TZVPD RIJCOSX def2/J DEFGRID3
* xyz 2 5
Ir -0.08043 0.43563 -0.17330
O -3.61487 -2.72804 -2.73083
C -4.41050 -1.94529 -2.07747
C -5.80973 -2.20254 -2.17655
C -6.69362 -1.38555 -1.53314
C -6.22595 -0.30422 -0.76558
C -4.85092 -0.05279 -0.63716
C -3.93274 -0.84791 -1.27712
C -2.48690 -0.58461 -1.11926
O -2.13685 0.28871 -0.25277
N -1.66772 -1.27859 -1.89478
N -0.36900 -0.93188 -1.62132
C 0.65204 -1.37136 -2.25345
C 1.93699 -0.88001 -1.73969
C 3.15051 -1.22313 -2.29443
C 4.32164 -0.77642 -1.69013
C 4.23545 -0.01162 -0.54484
C 2.98274 0.32125 -0.04624
N 1.85963 -0.09085 -0.62699
H -2.66952 -2.39045 -2.61893
H -6.12525 -3.04191 -2.78071
H -7.75663 -1.56248 -1.61797
H -6.93416 0.34380 -0.26745
H -4.49657 0.77022 -0.03051
H 0.57808 -2.07291 -3.07623
H 3.17912 -1.83139 -3.18741
H 5.28395 -1.03219 -2.11099
H 5.12004 0.33720 -0.03302
H 2.86445 0.93830 0.83356
C 0.26046 3.31546 9.57240
C 0.31766 2.84658 8.15143
C -0.23452 1.62639 7.77203
C -0.16780 1.16310 6.46814
C -0.77668 -0.17523 6.14966
C 0.45504 1.98517 5.50749
Te 0.48864 1.29119 3.48167
N 0.19248 1.88027 1.09486
C 0.29474 2.94936 0.21929
O 0.30499 2.60144 -0.98439
C 0.36576 4.36440 0.59034
C 0.03951 4.80995 1.86722
C 0.08236 6.16237 2.15987
C 0.45365 7.07171 1.17846
C 0.76921 6.63307 -0.10161
C 0.71943 5.28474 -0.39959
C -1.60493 1.12271 3.41038
C -2.32989 2.24554 3.79990
C -3.71345 2.23057 3.74019
C -4.36187 1.08490 3.30102
C -3.63011 -0.03231 2.93161
C -2.23789 -0.04212 2.97805
C -1.49467 -1.30347 2.63726
C 1.05869 3.20093 5.86349
C 1.78344 4.09295 4.89599
C 0.95833 3.61553 7.18139
H -0.18267 2.56679 10.22489
H -0.32987 4.23047 9.64978
H 1.26091 3.54873 9.93866
H -0.71589 1.00841 8.52050
H -0.79297 -0.80096 7.04006
H -0.21738 -0.71349 5.38106
H -1.80612 -0.05998 5.80416
H -0.28547 4.10274 2.61954
H -0.18069 6.51433 3.14748
H 0.48835 8.12764 1.40951
H 1.04802 7.34511 -0.86549
H 0.95709 4.92797 -1.39202
H -1.81997 3.12830 4.16568
H -4.27762 3.10241 4.04146
H -5.44316 1.05681 3.26406
H -4.14658 -0.93193 2.61589
H -2.11761 -1.96830 2.04022
H -1.20739 -1.84469 3.54305
H -0.57330 -1.10634 2.07577
H 2.08581 3.57845 3.98349
H 2.68347 4.49753 5.35681
H 1.15699 4.93805 4.61000
H 1.40155 4.56270 7.46709
*
```

=====

No. 4
Molecular formula: C36H33N2
Method: DFT, ωB97M-V with the def2-TZVPD basis set

Calculated values
Total energy = -40840.879 eV
M = 493.67 g mol⁻¹

ORCA input file:
```
! wB97M-V def2-TZVPD RIJCOSX def2/J DEFGRID3
* xyz 1 1
C 3.36247 4.73651 -3.63962
C 1.97163 4.64740 -3.57489
C 1.34625 3.63388 -2.85081
C 2.12496 2.60733 -2.28577
C 1.48152 1.41767 -1.72058
C 0.28085 1.58727 -1.06907
C -0.77540 0.53910 -0.95776
C -2.16103 1.02733 -1.39419
C -3.15120 0.07948 -1.68234
C -4.44541 0.49094 -2.02587
C -4.72353 1.85447 -2.14623
C -3.70920 2.78660 -1.98165
C -2.42249 2.36983 -1.63986
C 2.14088 0.11716 -1.88837
C 1.85054 -0.92545 -0.99933
C 2.38011 -2.19999 -1.18708
C 3.20166 -2.44001 -2.30141
C 3.51007 -1.40730 -3.20631
C 3.00181 -0.12332 -2.98337
C 3.52403 2.72358 -2.30207
C 4.15039 3.79482 -2.94798
H 3.85081 5.52825 -4.20942
H 1.34318 5.37318 -4.10042
H 0.25687 3.59385 -2.76488
H 0.01334 2.60062 -0.71844
H -0.50089 -0.36416 -1.52074
H -2.89809 -0.98633 -1.66703
H -5.21013 -0.26716 -2.21878
H -5.74871 2.19552 -2.36650
H -3.90486 3.85740 -2.10705
H -1.62395 3.09824 -1.56654
H 1.21463 -0.67010 -0.15031
H 2.16621 -2.99628 -0.47284
H 3.58471 -3.43452 -2.46977
H 4.16717 -1.59099 -4.06126
H 3.25856 0.69640 -3.67283
H 4.11866 1.94866 -1.81705
H 5.22568 3.86500 -2.95129
C -1.03707 -3.13834 0.66072
N -0.23705 -2.07052 1.23409
C -0.76561 -0.86638 1.66569
H -0.85606 0.15819 0.01627
C -2.09802 -0.91348 2.28002
C -2.13098 -1.72712 3.43915
C -3.34181 -2.04963 4.03445
C -4.53099 -1.53700 3.49375
C -4.50321 -0.69365 2.38420
C -3.29203 -0.34979 1.78405
N 0.25382 -0.19597 2.31464
C 0.04992 1.03665 3.04025
C 1.29050 -1.10092 2.57429
C 0.97499 -2.28743 1.90771
C 1.62856 -3.47965 2.14992
C 2.66417 -3.41822 3.09960
C 2.98056 -2.23215 3.77825
C 2.27423 -1.03963 3.53435
H -0.34746 -3.85313 0.20737
H -1.64959 -3.63347 1.42478
H -1.71564 -2.73901 -0.10660
H -1.19092 -2.13689 3.82789
H -3.32418 -2.70424 4.89929
H -5.47231 -1.81117 3.95821
H -5.43355 -0.30414 1.96998
H -3.23126 0.30176 0.90987
H 1.03136 1.43798 3.30116
H -0.48635 1.74975 2.41000
H -0.55701 0.87888 3.94130
H 1.31655 -4.39264 1.63358
H 3.24442 -4.31832 3.29467
H 3.80241 -2.22760 4.48845
H 2.43751 -0.10759 4.06839
*
```

=====

No. 5
Molecular formula: C36H33N2O4PPtSe
Method: DFT, ωB97M-V with the def2-TZVPD basis set

Calculated values
Total energy = -126921.081 eV
M = 862.68 g mol⁻¹

ORCA input file:
```
! wB97M-V def2-TZVPD RIJCOSX def2/J DEFGRID3
* xyz 0 3
Pt 0.47375 0.41886 -1.24124
C 2.59104 -3.43815 -2.50491
C 2.54492 -2.17152 -3.35218
C 1.14287 -1.93059 -3.89437
C 3.07533 -0.94568 -2.60399
C 4.56540 -1.03470 -2.24394
O 4.60370 -0.86268 -0.80833
C 3.32807 -0.72348 -0.39552
N 2.42621 -0.75622 -1.29744
C 3.19144 -0.56666 1.08196
C 4.36531 -0.73447 1.81751
C 4.36296 -0.66041 3.19965
C 3.17836 -0.42153 3.87484
C 2.00978 -0.24807 3.15386
C 1.99310 -0.30260 1.76230
P 0.36271 -0.08606 0.97831
C -0.40343 1.32085 1.82143
C 0.35625 2.37661 2.31913
C -0.26741 3.51943 2.79380
C -1.64968 3.62094 2.76523
C -2.41042 2.58395 2.24473
C -1.79203 1.43999 1.76713
C -0.52041 -1.57977 1.48446
C -1.34436 -1.65135 2.60111
C -1.94619 -2.85522 2.94193
C -1.72045 -3.98737 2.17746
C -0.89109 -3.92220 1.06493
C -0.29964 -2.72202 0.71661
H 2.31004 -4.30575 -3.10059
H 1.88761 -3.36609 -1.67626
H 3.57584 -3.63977 -2.08122
H 3.22754 -2.30028 -4.20291
H 0.43099 -1.71976 -3.09013
H 0.78108 -2.81487 -4.42029
H 1.11329 -1.08966 -4.58933
H 2.87246 -0.04617 -3.19744
H 5.17742 -0.25121 -2.68698
H 5.00184 -2.00885 -2.46686
H 5.29052 -0.92917 1.29879
H 5.28793 -0.79580 3.74280
H 3.15911 -0.36990 4.95469
H 1.08460 -0.05448 3.68338
H 1.43672 2.32143 2.32606
H 0.33054 4.33933 3.16721
H -2.13256 4.51728 3.13018
H -3.48799 2.66544 2.19765
H -2.39879 0.65066 1.34141
H -1.52559 -0.77200 3.20558
H -2.59583 -2.90413 3.80524
H -2.19683 -4.92187 2.43998
H -0.72158 -4.80015 0.45687
H 0.31382 -2.65816 -0.17190
O -3.32548 -2.76587 -1.08627
C -4.11944 -1.68336 -1.16824
C -5.49484 -1.87911 -1.01910
C -6.35766 -0.80541 -1.08072
C -5.88008 0.48787 -1.29035
C -4.52325 0.68147 -1.43500
C -3.62722 -0.38724 -1.37938
C -2.17716 -0.13268 -1.51535
O -1.36975 -1.12147 -1.52675
O -1.74016 1.04429 -1.56089
H -2.40671 -2.44928 -1.23890
H -5.85262 -2.88609 -0.85649
H -7.42041 -0.97542 -0.96682
H -6.56160 1.32459 -1.33958
H -4.11152 1.66920 -1.59509
Se 1.61464 2.32078 -2.22110
C 0.86960 3.79773 -1.23813
C 1.71530 4.82389 -0.83486
C 1.18872 5.88257 -0.11124
N -0.09375 5.99292 0.22416
C -0.89164 5.00815 -0.18430
C -0.47404 3.90166 -0.90426
H 2.77165 4.80260 -1.06613
H 1.84367 6.68332 0.21538
H -1.93853 5.09892 0.08206
H -1.18591 3.14000 -1.19305
*
```

=====

No. 6
Molecular formula: C36H33NO2PRhSbSe
Method: DFT, ωB97M-V with the def2-TZVPD basis set

Calculated values
Relative energy (zero: lowest compared OMol25 entry of this formula, charge and spin) = 29.5 kcal per mole
M = 846.26 g mol⁻¹

ORCA input file:
```
! wB97M-V def2-TZVPD RIJCOSX def2/J DEFGRID3
* xyz 1 1
Rh 1.24049 0.67220 -2.08762
O -2.07559 -1.87257 -2.81518
C -1.30724 -0.94758 -2.72264
O -0.24840 -0.94090 -1.94016
C -1.54113 0.34192 -3.49901
P -0.83733 1.68095 -2.48993
C -1.33140 3.22062 -3.30023
C -2.68764 3.53858 -3.34707
C -3.08842 4.71764 -3.94795
C -2.14353 5.58280 -4.48696
C -0.79497 5.26649 -4.43604
C -0.38310 4.08223 -3.84361
C -1.80529 1.69269 -0.96054
C -2.83790 0.79631 -0.69452
C -3.51539 0.86862 0.51338
C -3.15587 1.81235 1.46293
C -2.11933 2.70106 1.20626
C -1.44876 2.64508 -0.00164
H -2.59466 0.49208 -3.73153
H -0.99053 0.28475 -4.44055
H -3.42282 2.87408 -2.90975
H -4.14019 4.96468 -3.99360
H -2.46199 6.51122 -4.94097
H -0.06258 5.94237 -4.85575
H 0.66971 3.83255 -3.79073
H -3.14403 0.06243 -1.42626
H -4.33309 0.18520 0.70026
H -3.69497 1.87453 2.39847
H -1.84408 3.43292 1.95388
H -0.65661 3.35329 -0.22408
C 2.43422 -0.17522 3.28572
C 1.04677 -0.39940 3.82323
C 0.85216 -0.25592 5.20007
C -0.37929 -0.47224 5.79210
C -1.45827 -0.86292 5.01434
C -1.29333 -0.99404 3.64547
C -0.05885 -0.76125 3.04837
Sb -0.10904 -1.25306 0.90301
C 0.38759 -3.35308 1.21837
C 1.50967 -3.63571 1.99503
C 1.82921 -4.94645 2.30825
C 1.03427 -5.97401 1.82573
C -0.09146 -5.68618 1.07568
C -0.45949 -4.37123 0.77753
C -1.72508 -4.12700 0.01218
C 1.65663 -0.18443 0.14628
C 1.72554 1.16869 0.51341
C 2.88744 1.91568 0.27837
C 3.95780 1.32873 -0.36718
C 3.86852 0.00811 -0.80187
C 2.72741 -0.77652 -0.57294
C 2.72183 -2.23531 -0.93111
H 3.17000 -0.40606 4.05502
H 2.57860 0.86775 2.99525
H 2.64406 -0.79635 2.41570
H 1.69978 0.02227 5.81636
H -0.49076 -0.34801 6.86106
H -2.41932 -1.06755 5.46778
H -2.13493 -1.30187 3.03194
H 2.13573 -2.83941 2.37943
H 2.68371 -5.16509 2.93552
H 1.27789 -7.00497 2.04619
H -0.71227 -6.49482 0.70870
H -2.45845 -4.90636 0.21449
H -1.53519 -4.11661 -1.05951
H -2.16700 -3.16280 0.25913
H 0.90153 1.60788 1.06639
H 2.94886 2.94321 0.61105
H 4.86199 1.89629 -0.53756
H 4.70398 -0.43784 -1.32893
H 3.47837 -2.45680 -1.68342
H 1.74868 -2.55101 -1.30754
H 2.94976 -2.83153 -0.04619
Se 2.33413 0.23652 -4.20831
C 2.65004 1.83057 -3.37497
N 2.84323 2.85680 -2.85645
*
```

=====

Question: Among the records above, which one has the highest M?
Answer: C36H33IrN4O3Te

=====

Question: Which of these has the highest M?
Answer: C36H33IrN4O3Te